No. 1
C25H40AsN9OSSbSe5Sr as an isolated structure. Source: the Open Molecules 2025 dataset; level of theory: wB97M-V/def2-TZVPD.

Summary:
- ΔE to the lowest compared entry with this formula, charge and spin: 23.2 kcal per mole
- Highest occupied orbital energy: -0.1087 Eh
- Total charge: -1
- Energy: -447817.983 eV
- HOMO-LUMO gap: 3.424 eV

Last column: Mulliken charge in e.
Cartesian coordinates (Å):
Sr  -0.883594  -0.224325  -0.526667  0.842
N  -2.390778  -2.261165  0.383234  -0.056
C  -1.641795  -3.511709  0.510159  0.570
C  -1.070089  -3.879223  -0.844227  -1.041
N  -0.208120  -2.819050  -1.407179  0.530
C  1.171275  -3.257012  -1.565832  -1.045
C  1.896221  -3.336173  -0.232781  -0.790
N  1.961561  -2.018878  0.409496  0.065
H  -2.925381  -2.064621  1.222017  -0.011
H  -3.127332  -2.362460  -0.325880  -0.105
H  -2.266209  -4.347396  0.851385  0.553
H  -0.838862  -3.369154  1.241497  -0.675
H  -1.908634  -4.036392  -1.528350  -0.114
H  -0.513205  -4.820877  -0.770429  0.327
H  -0.602771  -2.563914  -2.314106  0.265
H  1.700626  -2.551311  -2.211253  0.087
H  1.236083  -4.241063  -2.051586  0.465
H  2.885686  -3.778733  -0.404451  0.471
H  1.351842  -4.013290  0.430908  0.404
H  2.395026  -1.355034  -0.223527  -0.137
H  2.548943  -2.058952  1.234292  0.302
Se  6.745212  3.271772  -1.166545  0.200
N  5.797219  2.204536  -2.237360  -0.906
C  4.663435  1.972741  -1.636921  0.732
C  3.588705  1.174907  -2.214521  0.740
C  3.638683  0.693752  -3.521568  -0.972
C  2.555715  0.006642  -4.025495  -1.026
C  1.460418  -0.213512  -3.194001  -1.205
N  1.418482  0.212827  -1.935401  2.179
C  2.442632  0.929789  -1.456713  -1.121
C  2.281769  1.524462  -0.109343  -0.910
N  1.126918  1.304646  0.531673  2.191
C  0.902089  1.930510  1.677771  -1.394
C  1.827137  2.779420  2.276696  -0.978
C  3.038849  2.970909  1.650860  -0.887
C  3.277661  2.339166  0.432961  0.778
C  4.508709  2.550964  -0.320056  0.907
N  5.518043  3.242650  0.129320  -0.915
H  4.516445  0.893428  -4.122056  0.528
H  2.538786  -0.354981  -5.044001  0.521
H  0.567374  -0.724224  -3.548908  0.300
H  -0.066769  1.746838  2.133259  0.414
H  1.588991  3.270529  3.210004  0.509
H  3.800631  3.616971  2.066789  0.537
C  -3.641266  0.021764  2.876893  -0.835
C  -3.642295  1.013558  1.770259  0.137
N  -2.672459  1.224407  0.908167  0.212
C  -3.178931  2.136341  -0.003135  -0.239
C  -4.440000  2.486611  0.335383  -0.991
N  -4.710835  1.792096  1.489630  0.083
H  -2.664802  -0.456243  2.918841  -0.326
H  -4.397753  -0.742288  2.679094  0.256
H  -3.849538  0.484897  3.843608  0.445
H  -2.639107  2.397588  -0.896298  0.339
H  -5.176887  3.086640  -0.165452  0.406
H  -5.634055  1.633461  1.853936  0.304
C  -1.197188  4.445707  -1.893652  -1.348
S  -0.141788  3.022035  -2.182002  1.160
C  -0.394764  2.926075  -3.947471  -1.136
O  1.263505  3.506336  -1.966879  -0.712
H  -0.762081  5.294340  -2.420927  0.465
H  -1.222350  4.631853  -0.821708  0.363
H  -2.201600  4.229322  -2.256687  0.424
H  -1.416252  2.590813  -4.132345  0.345
H  0.283910  2.161530  -4.321803  0.181
H  -0.165863  3.896047  -4.389320  0.464
Se  -5.343125  -0.824856  -0.585306  -0.697
Sb  -4.515108  -1.177656  -2.892818  0.475
Se  -2.218382  -0.000490  -3.141758  -0.649
Se  -3.958463  -3.547692  -3.141630  -0.713
Se  -5.897455  -0.153654  -4.592191  -0.760
C  -0.675360  -0.988161  5.009821  -1.392
As  0.130826  -1.281202  3.239827  0.833
C  1.896680  -0.547265  3.706105  -1.222
C  0.569134  -3.171123  3.528073  -1.369
H  -0.000874  -1.304755  5.806346  0.438
H  -1.604949  -1.552903  5.082181  0.402
H  -0.910191  0.069379  5.133723  0.370
H  2.390002  -1.172804  4.451039  0.450
H  1.766403  0.453500  4.117766  0.399
H  2.525117  -0.464492  2.819478  0.183
H  1.080165  -3.300914  4.482805  0.443
H  1.206939  -3.530546  2.721285  0.302
H  -0.346588  -3.761264  3.523957  0.383

Forces on the atoms, in the same order (eV/Å):
Sr -0.44 -0.57 0.25
N 0.03 -0.04 0.00
C 0.00 -0.01 0.01
C -0.02 0.02 0.00
N -0.09 -0.04 -0.13
C 0.00 0.05 0.02
C 0.00 0.01 0.01
N -0.01 0.00 -0.01
H 0.01 0.02 0.02
H 0.01 0.04 -0.02
H 0.00 0.00 0.02
H 0.00 0.00 -0.02
H -0.02 0.00 -0.02
H -0.01 0.00 0.00
H -0.01 -0.03 0.00
H 0.00 -0.01 0.00
H 0.00 -0.01 0.01
H 0.01 0.00 0.00
H 0.01 -0.01 0.00
H 0.01 -0.01 0.01
H -0.01 0.00 0.01
Se 0.15 -0.20 0.11
N -0.12 0.20 -0.11
C 0.03 -0.08 0.04
C 0.00 -0.03 -0.02
C -0.02 0.00 0.00
C 0.03 0.01 0.02
C 0.03 0.01 0.05
N -0.05 0.16 -0.09
C -0.01 -0.03 0.00
C 0.00 -0.02 0.02
N -0.07 0.10 -0.10
C 0.00 -0.01 0.01
C 0.02 0.00 -0.01
C -0.01 0.00 -0.02
C 0.01 0.00 0.02
C 0.04 -0.10 0.04
N -0.12 0.22 -0.10
H 0.00 0.00 0.00
H 0.00 0.00 0.00
H -0.01 0.01 0.00
H 0.00 0.01 -0.01
H 0.00 0.00 0.00
H 0.00 0.00 0.00
C 0.01 0.00 0.00
C -0.03 -0.03 -0.03
N 0.17 0.13 -0.01
C 0.10 0.08 -0.02
C -0.02 -0.05 -0.02
N 0.00 -0.01 0.00
H 0.00 0.01 0.01
H 0.00 0.00 0.00
H 0.00 0.00 0.00
H 0.00 0.01 0.02
H 0.00 0.00 0.00
H 0.00 0.00 0.00
C -0.04 -0.01 -0.02
S 0.04 0.05 0.02
C -0.01 -0.05 -0.02
O 0.02 0.04 0.01
H 0.00 -0.01 -0.01
H 0.01 0.00 0.00
H 0.00 0.00 0.00
H 0.00 0.01 0.00
H 0.01 0.01 0.00
H 0.01 0.00 0.01
Se 0.04 0.01 0.03
Sb 0.13 0.08 0.02
Se 0.10 0.07 0.02
Se 0.09 -0.06 0.01
Se -0.03 0.03 0.00
C -0.01 0.00 -0.01
As 0.02 0.04 0.00
C -0.01 0.00 0.01
C 0.01 0.00 0.00
H 0.00 0.00 0.00
H 0.00 0.00 0.00
H 0.00 0.00 0.00
H 0.00 0.00 0.00
H 0.00 -0.01 -0.01
H 0.00 0.00 0.01
H 0.00 0.00 0.00
H 0.00 0.00 0.00
H 0.00 0.00 0.01

---

No. 2
A 8-piece molecular cluster, C25H40B2NO24 overall at a distorted geometry. Source: the Open Molecules 2025 dataset; level of theory: wB97M-V/def2-TZVPD.

Summary:
- Highest occupied orbital energy: -0.1450 Eh
- Total charge: -1
- Energy: -78561.266 eV
- HOMO-LUMO gap: 5.661 eV

Last column: Mulliken charge in e.
Cartesian coordinates (Å):
C  -0.908654  -0.636600  1.367796  -0.850
N  -2.233680  -0.120060  0.956867  0.213
C  -3.261034  -0.280917  1.979307  -1.374
B  -2.584229  -0.687791  -0.378307  0.402
O  -3.598705  -1.645361  -0.429847  -0.617
C  -1.890396  -0.328267  -1.765229  0.141
C  -0.600938  0.548262  -1.756368  0.274
O  0.334528  -0.083197  -2.573187  -0.557
B  -0.159119  -1.443775  -2.966804  0.781
O  -1.501851  -1.570803  -2.330578  -0.665
H  -0.957065  -1.081493  2.369488  0.457
H  -0.152733  0.154958  1.398592  -0.251
H  -0.524381  -1.394578  0.667320  0.382
H  -3.185875  -1.239986  2.530464  0.488
H  -3.233857  0.515760  2.731405  0.249
H  -4.251889  -0.244528  1.508771  0.482
H  -3.845655  -1.948728  0.437244  0.273
H  -2.614550  0.194121  -2.425226  0.082
H  -0.821871  1.560623  -2.137624  0.148
H  -0.191971  0.676213  -0.752182  -0.341
H  -0.229745  -1.519576  -4.214437  -0.346
H  0.597680  -2.337447  -2.526228  -0.297
C  2.940937  -1.763770  -0.746447  1.260
C  2.521211  -2.882207  0.189712  -0.551
O  2.594150  -2.240979  1.490621  -0.457
C  2.467521  -0.917517  1.289683  0.663
O  2.279185  -0.106937  2.158684  -0.580
O  2.539269  -0.605403  0.003394  -0.245
H  2.411347  -1.764495  -1.696573  -0.994
H  4.021005  -1.720137  -0.887677  0.059
H  1.490865  -3.195988  0.019959  0.331
H  3.183461  -3.742807  0.181676  0.358
C  -7.420185  -2.604163  2.442874  -0.307
C  -6.431302  -3.477812  3.199277  -0.342
O  -5.484887  -2.516050  3.673935  -0.319
C  -6.072564  -1.302167  3.708498  0.697
O  -5.579951  -0.322062  4.161962  -0.488
O  -7.293996  -1.352662  3.128491  -0.329
H  -8.450669  -2.941933  2.504101  0.289
H  -7.134161  -2.459264  1.400251  0.252
H  -6.887549  -3.971018  4.059282  0.277
H  -5.916944  -4.208474  2.581794  0.302
C  0.882690  3.468302  1.903625  -0.239
C  2.092249  2.852925  2.582521  0.597
O  3.010586  3.961968  2.612296  -0.305
C  2.303506  5.111520  2.544562  0.573
O  2.765024  6.195633  2.715235  -0.563
O  1.013132  4.857669  2.259935  -0.384
H  -0.071433  3.092532  2.260622  0.255
H  0.927112  3.380661  0.817742  0.309
H  1.886490  2.546288  3.608945  0.168
H  2.517726  2.019342  2.035786  -0.404
C  4.834771  -2.419261  -4.144488  -0.220
C  3.416377  -1.995917  -4.489654  0.297
O  2.686598  -3.211801  -4.320651  -0.346
C  3.346069  -4.011081  -3.478282  0.701
O  2.932299  -5.011087  -2.981402  -0.588
O  4.591173  -3.514775  -3.240356  -0.386
H  5.411146  -1.652265  -3.634260  0.288
H  5.386075  -2.787681  -5.009592  0.276
H  3.010698  -1.265729  -3.788037  0.115
H  3.289178  -1.643859  -5.503789  -0.129
C  6.850242  1.493248  1.823388  -0.396
C  5.364927  1.813324  1.792266  -0.176
O  5.013644  1.438335  0.455438  -0.213
C  5.896473  0.526735  0.012897  0.659
O  5.772361  -0.126526  -0.972357  -0.578
O  6.953739  0.441453  0.858355  -0.349
H  7.208626  1.131259  2.783050  0.300
H  7.462032  2.333553  1.490137  0.262
H  4.788425  1.194492  2.482733  0.214
H  5.125893  2.861314  1.946755  0.284
C  3.426381  1.744148  -8.441511  -0.330
C  2.570021  0.531626  -8.773788  -0.293
O  3.462549  -0.548376  -8.478138  -0.328
C  4.373340  -0.119563  -7.579270  0.736
O  5.096608  -0.829788  -6.960077  -0.527
O  4.313286  1.222983  -7.447706  -0.325
H  2.874198  2.579696  -8.021385  0.290
H  4.019240  2.078405  -9.294917  0.261
H  1.696735  0.445705  -8.126180  0.280
H  2.269602  0.469696  -9.815795  0.272
C  -7.027880  2.693414  5.409386  -0.201
C  -7.722071  1.675414  6.295169  -0.148
O  -7.769058  2.354522  7.554719  -0.354
C  -7.699496  3.687214  7.329033  0.620
O  -7.886103  4.521604  8.153050  -0.523
O  -7.392212  3.930174  6.037576  -0.350
H  -7.371179  2.689799  4.379520  0.282
H  -5.943502  2.586617  5.433317  0.247
H  -8.744949  1.471867  5.972918  0.245
H  -7.174096  0.743287  6.395928  0.174

Forces on the atoms, in the same order (eV/Å):
C 0.31 0.52 -0.02
N -0.19 -0.96 -0.73
C 0.06 -0.09 0.09
B -0.39 0.02 0.39
O 0.36 0.64 -0.67
C 0.35 -0.13 0.12
C -0.16 0.05 -0.04
O 0.00 -0.14 -0.09
B -0.05 0.06 -0.15
O 0.14 0.12 0.13
H -0.05 -0.01 -0.18
H -0.11 -0.05 0.11
H -0.12 0.08 0.15
H -0.02 0.18 -0.11
H 0.09 -0.08 -0.09
H 0.13 0.15 0.16
H -0.14 -0.10 0.48
H -0.08 -0.17 0.07
H -0.02 -0.09 0.07
H 0.04 0.04 0.28
H 0.07 -0.04 0.11
H -0.03 0.02 -0.05
C 0.06 -0.23 -0.05
C -0.03 -0.07 -0.07
O -0.01 0.07 -0.11
C -0.26 0.03 -0.04
O 0.25 -0.23 0.25
O 0.09 0.26 -0.08
H -0.17 0.01 0.11
H -0.04 0.01 -0.03
H 0.01 0.01 -0.05
H 0.01 0.03 0.02
C 0.05 -0.07 -0.02
C -0.09 -0.02 -0.03
O 0.05 0.01 0.07
C 0.05 -0.07 -0.25
O -0.10 0.15 0.28
O -0.04 0.06 0.01
H 0.00 0.01 0.03
H -0.01 -0.02 0.00
H 0.00 -0.02 -0.01
H 0.02 0.04 -0.02
C 0.05 -0.06 -0.01
C -0.10 -0.03 -0.11
O 0.01 0.03 0.04
C 0.04 -0.05 0.00
O 0.02 0.08 0.01
O -0.08 0.03 -0.04
H 0.01 0.03 0.04
H 0.00 -0.02 0.00
H -0.01 0.00 0.00
H 0.02 0.08 0.01
C -0.20 -0.02 0.07
C 0.00 0.18 0.20
O -0.23 -0.36 -0.17
C 0.27 0.28 0.09
O -0.05 -0.11 -0.02
O 0.15 0.01 0.01
H -0.03 -0.03 0.07
H -0.02 0.00 -0.02
H -0.01 0.08 -0.05
H 0.00 -0.07 -0.08
C -0.05 0.05 0.01
C 0.07 0.00 0.10
O -0.10 0.07 -0.06
C -0.01 -0.08 0.08
O 0.09 0.01 -0.10
O 0.04 -0.01 -0.03
H -0.02 -0.03 0.00
H 0.00 0.01 0.02
H 0.01 0.00 0.01
H 0.00 -0.01 -0.05
C -0.04 -0.02 -0.06
C -0.02 0.07 0.04
O -0.01 -0.06 -0.08
C -0.20 -0.02 0.22
O 0.23 0.01 -0.11
O 0.09 0.04 -0.04
H -0.01 -0.03 0.04
H -0.02 0.02 -0.01
H 0.00 0.02 0.00
H 0.04 -0.01 -0.01
C 0.04 -0.14 -0.03
C 0.03 -0.07 -0.13
O -0.03 -0.03 0.06
C 0.01 -0.05 -0.02
O -0.02 0.06 0.06
O 0.02 0.06 -0.05
H -0.03 0.05 0.02
H 0.00 0.00 -0.01
H 0.01 0.00 -0.02
H 0.04 0.04 0.05

---

Among the records above, which one has the lowest HOMO-LUMO gap?
C25H40AsN9OSSbSe5Sr

---

The highest HOMO-LUMO gap belongs to which entry?
C25H40B2NO24

---

What is the formula in the first record?
C25H40AsN9OSSbSe5Sr

---

The lowest energy belongs to which entry?
C25H40AsN9OSSbSe5Sr